122
Properties=species:S:1:pos:R:3:forces:R:3 method="wB97M-V/def2-TZVPD" gap_ev="7.2 / 7.2" e_homo_ev="-4.78 / -4.77" e_tot_ha=-4530.4453 de_lowest_ev=1.294 spin_multiplicity=2 max_force_ev_per_a=1.2 molar_mass_g_mol=1004.66 total_charge=-1
Ti -1.4939 0.6607 0.6520 0.0538 0.0343 1.1971
C 2.6720 1.9567 0.6310 -0.0427 -0.0003 0.0032
C 2.4802 0.7349 1.5287 -0.0465 -0.0419 -0.0762
C 3.5526 0.6817 2.6122 -0.0172 0.0086 0.0048
P 0.7143 0.6869 2.0871 -0.1038 0.0627 0.0620
C 0.7055 -0.5694 3.4607 0.0538 -0.0085 -0.0448
C 1.0774 -0.1015 4.8655 -0.0381 0.0018 0.0125
C -0.6054 -1.3566 3.5113 -0.0191 0.0148 0.0203
C 0.3561 2.3709 2.6935 -0.0128 0.0282 0.0395
C 0.9598 2.9612 3.8019 0.0089 -0.0022 0.0191
C 0.6901 4.2614 4.2032 -0.0030 0.0122 0.0111
C 1.3259 4.8496 5.4346 0.0081 -0.0007 0.0106
C -0.2142 4.9900 3.4342 0.0227 -0.0182 0.0313
C -0.8150 4.4515 2.3152 0.0468 -0.0078 -0.0066
C -0.5423 3.1337 1.9007 0.3340 0.1580 -0.0370
N -1.0227 2.6102 0.7243 -0.1402 -0.0876 -0.1496
C -2.0899 3.2123 0.0364 0.0659 0.5369 -0.3810
C -3.2829 3.5436 0.6845 -0.0335 -0.0739 0.0152
C -4.3582 4.0566 -0.0145 -0.0360 -0.0139 0.0809
C -4.2851 4.2662 -1.3846 0.0636 0.0027 -0.0952
C -5.4555 4.8000 -2.1662 -0.0081 0.0094 -0.0140
C -3.0961 3.9427 -2.0251 -0.0892 0.0343 -0.0411
C -1.9929 3.4145 -1.3591 -0.1484 0.0666 0.2045
P -0.4407 3.0041 -2.2497 -0.1400 -0.1157 0.1639
C 0.2897 4.7243 -2.4120 0.0689 -0.0581 -0.0978
C 0.9260 5.0661 -1.0605 0.0082 -0.0378 0.0170
C -0.6073 5.8849 -2.8390 0.0163 0.0041 0.0374
C -1.0038 2.4524 -3.9591 0.1730 0.0535 -0.0278
C -2.1866 1.4818 -3.8941 0.0599 -0.0108 0.0375
C -1.2026 3.4851 -5.0669 -0.0631 -0.0203 0.0001
H 3.6057 1.8643 0.0706 0.0060 0.0021 -0.0023
H 2.7199 2.8687 1.2318 -0.0118 0.0049 -0.0032
H 1.8508 2.0620 -0.0811 0.0233 0.0060 0.0172
H 2.5690 -0.1602 0.9047 -0.0208 0.0212 -0.0064
H 3.4856 1.5348 3.2910 -0.0041 0.0091 -0.0010
H 4.5367 0.7184 2.1369 0.0070 -0.0075 0.0063
H 3.5091 -0.2382 3.1967 -0.0094 0.0114 0.0116
H 1.4851 -1.2557 3.1103 0.0413 -0.0066 -0.0241
H 0.3424 0.6159 5.2336 0.0123 0.0049 0.0094
H 2.0650 0.3552 4.9226 -0.0073 -0.0078 -0.0185
H 1.0684 -0.9613 5.5411 0.0030 -0.0045 0.0022
H -1.4041 -0.7566 3.9461 -0.0083 0.0057 -0.0152
H -0.4626 -2.2498 4.1281 -0.0101 0.0073 0.0134
H -0.9421 -1.6723 2.5226 0.0255 0.0010 0.0071
H 1.6705 2.3883 4.3843 -0.0162 0.0071 -0.0139
H 2.2345 4.3083 5.7026 0.0021 -0.0013 0.0031
H 0.6530 4.8065 6.2956 0.0024 0.0030 -0.0021
H 1.5938 5.8970 5.2826 -0.0010 0.0008 0.0003
H -0.4451 6.0139 3.7123 0.0004 0.0017 -0.0003
H -1.4923 5.0571 1.7286 0.0073 0.0121 0.0019
H -3.3656 3.3466 1.7462 0.0139 0.0012 0.0062
H -5.2785 4.2816 0.5139 -0.0008 0.0012 0.0026
H -6.2235 5.1971 -1.5019 -0.0023 0.0008 -0.0006
H -5.9141 4.0158 -2.7732 -0.0003 -0.0049 0.0068
H -5.1478 5.5999 -2.8430 -0.0045 -0.0018 -0.0024
H -3.0278 4.1196 -3.0926 -0.0198 -0.0026 0.0615
H 1.0976 4.6059 -3.1449 -0.0091 -0.0180 -0.0202
H 0.1492 5.2678 -0.3192 -0.0063 -0.0215 0.0334
H 1.5428 5.9644 -1.1486 -0.0095 0.0145 0.0131
H 1.5420 4.2549 -0.6708 -0.0013 0.0300 -0.0417
H -1.4494 5.9850 -2.1530 -0.0129 0.0101 0.0036
H -0.9999 5.7820 -3.8483 -0.0236 -0.0197 0.0194
H -0.0391 6.8195 -2.7954 0.0128 -0.0026 -0.0199
H -0.1415 1.8411 -4.2496 0.0511 0.0643 -0.0293
H -3.1351 2.0125 -3.8194 -0.0247 -0.0105 0.0441
H -2.1186 0.7978 -3.0498 0.0042 0.0105 -0.0095
H -2.2129 0.8768 -4.8039 -0.0032 0.0129 -0.0115
H -2.1078 4.0742 -4.9067 0.0436 0.0209 -0.0575
H -1.3192 2.9679 -6.0239 -0.0102 0.0038 -0.0061
H -0.3603 4.1719 -5.1611 0.0083 -0.0318 0.0003
O -3.1446 -1.5467 -2.0348 -0.0050 0.0175 -0.0347
S -2.6262 -0.9455 -0.8449 -0.0983 -0.0359 -0.4883
O -2.4753 -1.8074 0.3305 -0.0843 -0.1022 0.0810
O -1.1881 -0.3638 -1.0491 0.1346 -0.1221 -0.2200
O -3.3213 0.3104 -0.4160 -0.1265 0.0261 -0.0880
O 1.6536 -0.2813 -1.3201 -0.0196 0.1229 -0.2177
H 1.9045 0.4095 -1.9439 0.0871 0.0101 0.0617
H 0.6848 -0.2099 -1.3161 -0.1883 -0.2032 0.0105
F -2.3311 0.7283 2.2728 0.0426 -0.1395 -0.0756
C 1.3736 -6.3940 -0.9769 0.0139 -0.0008 -0.0175
C 0.4350 -6.3128 0.1955 -0.0484 0.0069 -0.0319
C 0.0034 -7.4926 0.7997 0.0233 -0.0044 -0.0170
C -0.8810 -7.4825 1.8677 -0.0113 0.0123 0.0368
C -1.3536 -6.2741 2.3543 0.0124 -0.0218 -0.0027
C -0.9282 -5.0931 1.7627 -0.0355 0.0471 -0.0367
C -0.0407 -5.0894 0.6876 -0.0466 0.0312 -0.0246
Sb 0.4693 -3.1098 -0.0344 0.0781 -0.0932 -0.0345
C 2.6307 -3.4331 -0.0161 -0.1015 0.0914 0.0700
C 3.4693 -3.2055 -1.1033 -0.0201 -0.0515 -0.1119
C 4.8506 -3.1826 -0.9739 0.0280 -0.0137 0.0091
C 5.4271 -3.3755 0.2708 0.0014 0.0063 -0.0042
C 4.6094 -3.6165 1.3634 0.0145 -0.0347 -0.0150
C 3.2220 -3.6568 1.2395 0.0083 -0.0394 0.0229
C 2.4063 -3.9933 2.4615 0.0247 0.0114 0.0589
C -0.0627 -3.3797 -2.1151 0.0670 0.1100 0.0399
C 0.7410 -2.7885 -3.0897 0.1148 -0.0644 -0.0117
C 0.4325 -2.8670 -4.4387 -0.0146 0.0113 -0.0380
C -0.7210 -3.5239 -4.8346 -0.0171 0.0016 0.0190
C -1.5630 -4.0513 -3.8709 0.0098 0.0015 -0.0052
C -1.2701 -3.9737 -2.5097 -0.0707 0.0095 0.0224
C -2.3118 -4.4601 -1.5373 0.0806 -0.1291 0.0694
H 1.6003 -7.4335 -1.2166 -0.0010 0.0016 -0.0121
H 2.3098 -5.8745 -0.7702 0.0155 -0.0123 -0.0010
H 0.9392 -5.9222 -1.8604 -0.0099 0.0199 -0.0074
H 0.3668 -8.4402 0.4165 0.0026 -0.0008 -0.0002
H -1.2009 -8.4170 2.3128 -0.0043 0.0032 0.0034
H -2.0512 -6.2471 3.1823 -0.0025 -0.0007 -0.0009
H -1.3138 -4.1489 2.1364 0.0050 -0.0070 -0.0040
H 3.0465 -3.0558 -2.0870 0.0898 -0.0215 0.0912
H 5.4699 -3.0045 -1.8448 0.0043 0.0016 0.0011
H 6.5029 -3.3408 0.3929 0.0024 -0.0074 -0.0017
H 5.0524 -3.7827 2.3397 0.0035 0.0031 0.0021
H 3.0141 -3.9167 3.3641 0.0045 0.0069 0.0044
H 2.0100 -5.0089 2.3985 0.0269 0.0119 0.0205
H 1.5424 -3.3354 2.5827 -0.0161 0.0084 -0.0169
H 1.6117 -2.2209 -2.7927 -0.1342 0.0336 -0.0434
H 1.0802 -2.3973 -5.1692 0.0015 0.0012 -0.0064
H -0.9889 -3.5870 -5.8824 0.0085 -0.0086 -0.0058
H -2.5016 -4.5036 -4.1711 0.0013 0.0039 0.0054
H -3.2831 -4.4899 -2.0307 0.0096 0.0069 0.0207
H -2.4041 -3.7865 -0.6842 0.0031 -0.1059 -0.0532
H -2.0857 -5.4591 -1.1593 0.0470 -0.0573 0.0025